[1]
Molecular formula: C58H56F3Li2N10O10
Method: DFT, ωB97M-V/def2-TZVPD

Computed properties:
Total energy, eV: -104967.19039
Total charge: +1
LUMO, eV: -5.82
Energy above the lowest of the compared OMol25 structures with the same formula, charge and spin, kJ/mol: 1136.8
Highest occupied orbital energy, eV: -8.71

Geometry (Å):
Li (27.91, -17.82, -1.32)
Li (23.38, -19.74, -1.43)
C (21.35, -16.20, 0.87)
O (20.42, -17.21, 0.56)
O (22.57, -16.64, 0.34)
C (20.92, -14.75, 0.44)
F (20.72, -14.60, -0.88)
F (19.72, -14.42, 0.96)
F (21.77, -13.79, 0.76)
C (19.36, -17.41, 1.46)
C (18.34, -18.42, 0.84)
H (18.94, -19.26, 0.47)
H (17.62, -18.67, 1.62)
H (17.70, -17.96, 0.09)
H (18.80, -16.54, 1.80)
H (19.76, -17.87, 2.36)
H (21.45, -16.13, 1.95)
C (26.78, -11.08, 6.07)
C (27.28, -12.23, 6.63)
C (26.40, -13.27, 6.94)
C (25.04, -13.21, 6.59)
C (24.57, -12.04, 6.07)
C (25.40, -10.92, 5.83)
N (24.06, -14.25, 6.94)
O (22.89, -14.12, 6.74)
O (24.52, -15.33, 7.38)
H (27.44, -10.27, 5.81)
H (28.32, -12.41, 6.87)
H (26.80, -14.08, 7.54)
H (23.53, -11.96, 5.78)
H (24.95, -10.03, 5.42)
C (17.34, -26.83, -3.75)
C (17.38, -27.69, -4.86)
C (17.27, -29.06, -4.69)
C (17.27, -29.52, -3.36)
C (17.22, -28.65, -2.27)
C (17.29, -27.27, -2.47)
N (17.31, -30.95, -3.06)
O (17.46, -31.37, -1.92)
O (17.08, -31.70, -4.01)
H (17.24, -25.78, -3.94)
H (17.51, -27.31, -5.86)
H (17.26, -29.75, -5.53)
H (17.33, -29.14, -1.31)
H (17.33, -26.64, -1.59)
C (23.35, -14.79, -8.29)
C (22.55, -14.12, -9.21)
C (22.36, -14.64, -10.48)
C (22.85, -15.92, -10.74)
C (23.56, -16.62, -9.76)
C (23.94, -16.04, -8.56)
N (22.58, -16.56, -12.00)
O (22.20, -15.91, -12.99)
O (22.57, -17.83, -12.04)
H (23.64, -14.41, -7.32)
H (22.32, -13.07, -9.09)
H (21.72, -14.09, -11.16)
H (23.82, -17.66, -9.94)
H (24.57, -16.55, -7.85)
C (14.59, -13.72, -5.33)
C (15.62, -12.83, -5.64)
C (15.80, -12.46, -6.99)
C (14.94, -12.92, -8.03)
C (13.93, -13.77, -7.67)
C (13.75, -14.19, -6.33)
N (15.08, -12.55, -9.46)
O (14.08, -12.59, -10.25)
O (16.25, -12.28, -9.81)
H (14.39, -14.07, -4.33)
H (16.37, -12.60, -4.90)
H (16.63, -11.85, -7.31)
H (13.19, -14.06, -8.40)
H (12.88, -14.82, -6.18)
N (18.28, -25.70, 9.30)
C (19.27, -25.81, 10.28)
C (20.24, -24.84, 10.55)
C (20.19, -23.71, 9.72)
C (19.16, -23.51, 8.84)
C (18.30, -24.52, 8.62)
H (19.28, -26.72, 10.85)
H (21.01, -25.04, 11.28)
H (21.03, -23.03, 9.83)
H (19.09, -22.52, 8.41)
H (17.56, -24.49, 7.83)
N (22.73, -23.48, 1.27)
C (22.85, -23.29, 2.64)
C (22.97, -24.35, 3.53)
C (22.75, -25.62, 3.07)
C (22.44, -25.82, 1.72)
C (22.46, -24.75, 0.85)
H (23.00, -22.32, 3.08)
H (23.02, -24.14, 4.58)
H (22.81, -26.43, 3.78)
H (22.31, -26.81, 1.31)
H (22.30, -24.95, -0.20)
N (12.80, -20.20, 6.87)
C (12.29, -21.32, 6.36)
C (11.35, -22.09, 7.06)
C (10.82, -21.62, 8.26)
C (11.23, -20.42, 8.75)
C (12.25, -19.77, 8.06)
H (12.62, -21.62, 5.38)
H (10.95, -23.02, 6.68)
H (9.96, -22.09, 8.73)
H (10.81, -19.98, 9.65)
H (12.70, -18.83, 8.34)
N (29.86, -13.68, -0.02)
C (31.05, -13.74, 0.60)
C (31.68, -12.70, 1.27)
C (31.02, -11.48, 1.32)
C (29.85, -11.36, 0.58)
C (29.24, -12.45, -0.08)
H (31.49, -14.73, 0.64)
H (32.47, -12.99, 1.95)
H (31.33, -10.63, 1.92)
H (29.32, -10.42, 0.50)
H (28.33, -12.36, -0.66)
N (28.76, -20.51, 2.33)
C (28.26, -20.09, 3.56)
C (28.33, -20.92, 4.70)
C (28.87, -22.17, 4.65)
C (29.46, -22.55, 3.43)
C (29.38, -21.74, 2.29)
H (27.87, -19.09, 3.65)
H (28.11, -20.53, 5.68)
H (28.90, -22.83, 5.51)
H (30.00, -23.48, 3.40)
H (29.61, -22.08, 1.29)
N (20.69, -19.96, -5.25)
C (19.54, -19.21, -5.52)
C (18.73, -19.57, -6.63)
C (19.15, -20.53, -7.55)
C (20.34, -21.29, -7.27)
C (21.04, -20.94, -6.10)
H (19.43, -18.26, -5.02)
H (17.80, -19.05, -6.82)
H (18.47, -20.80, -8.33)
H (20.62, -22.07, -7.98)
H (21.90, -21.51, -5.78)

[2]
Molecular formula: C58H59N7O22
Method: DFT, ωB97M-V/def2-TZVPD

Computed properties:
SMILES: O=[N+]([O-])c1ccccc1.O=[N+]([O-])c1ccccc1.O=[N+]([O-])c1ccccc1.O=[N+]([O-])c1ccccc1.O=[N+]([O-])c1ccccc1.O=[N+]([O-])c1ccccc1.O=[N+]([O-])c1ccccc1.O=C1CCCO1.O=C1CCCO1.O=C1CCCO1.O=C1CCCO1
Total energy, eV: -116558.75744
Total charge: 0
LUMO, eV: -1.05
Energy above the lowest of the compared OMol25 structures with the same formula, charge and spin, kJ/mol: 0.0
Highest occupied orbital energy, eV: -9.71

Geometry (Å):
O (-1.60, -5.24, -0.35)
N (-2.19, -5.42, -1.40)
O (-3.39, -5.48, -1.51)
C (-1.34, -5.42, -2.66)
C (-2.07, -5.30, -3.83)
C (-1.28, -5.26, -4.96)
C (0.07, -5.21, -4.86)
C (0.75, -5.30, -3.70)
C (0.03, -5.35, -2.55)
H (-3.14, -5.20, -3.87)
H (-1.69, -5.08, -5.93)
H (0.61, -5.08, -5.81)
H (1.80, -5.39, -3.51)
H (0.62, -5.40, -1.62)
O (-7.29, -0.60, 2.96)
N (-6.20, -1.03, 3.16)
O (-5.59, -1.08, 4.20)
C (-5.39, -1.44, 1.96)
C (-5.87, -1.13, 0.74)
C (-5.07, -1.51, -0.35)
C (-3.86, -2.19, -0.23)
C (-3.44, -2.56, 1.07)
C (-4.20, -2.10, 2.21)
H (-6.84, -0.61, 0.53)
H (-5.44, -1.39, -1.40)
H (-3.22, -2.33, -1.14)
H (-2.54, -3.01, 1.28)
H (-3.92, -2.35, 3.23)
O (-4.47, 2.48, -2.55)
N (-3.39, 2.68, -2.03)
O (-2.30, 2.48, -2.55)
C (-3.46, 3.19, -0.65)
C (-4.65, 3.40, -0.07)
C (-4.75, 3.95, 1.18)
C (-3.58, 4.31, 1.80)
C (-2.31, 4.11, 1.24)
C (-2.23, 3.48, -0.05)
H (-5.52, 3.10, -0.63)
H (-5.68, 3.98, 1.74)
H (-3.77, 4.72, 2.78)
H (-1.44, 4.39, 1.83)
H (-1.34, 3.36, -0.62)
O (2.00, 2.92, -3.52)
N (1.20, 3.52, -2.87)
O (0.84, 3.32, -1.68)
C (0.45, 4.64, -3.54)
C (-0.33, 5.47, -2.79)
C (-1.06, 6.44, -3.49)
C (-0.84, 6.63, -4.86)
C (-0.11, 5.73, -5.58)
C (0.54, 4.72, -4.90)
H (-0.33, 5.25, -1.71)
H (-1.63, 7.15, -2.92)
H (-1.36, 7.43, -5.35)
H (0.11, 5.81, -6.70)
H (1.15, 4.00, -5.37)
O (2.02, -4.50, 0.18)
N (3.12, -4.14, -0.14)
O (3.72, -4.48, -1.17)
C (3.81, -3.17, 0.68)
C (5.11, -2.71, 0.33)
C (5.56, -1.63, 1.11)
C (4.75, -1.04, 2.13)
C (3.46, -1.48, 2.37)
C (2.97, -2.51, 1.61)
H (5.66, -3.04, -0.52)
H (6.50, -1.08, 0.95)
H (5.18, -0.18, 2.65)
H (2.80, -1.01, 3.08)
H (1.97, -2.80, 1.81)
O (2.46, 5.94, -1.32)
N (2.32, 5.30, -0.31)
O (1.50, 5.55, 0.60)
C (3.31, 4.17, -0.08)
C (4.42, 4.09, -0.89)
C (5.33, 3.13, -0.71)
C (5.18, 2.25, 0.42)
C (4.11, 2.40, 1.27)
C (3.15, 3.39, 1.08)
H (4.45, 4.88, -1.63)
H (6.23, 2.93, -1.34)
H (5.91, 1.42, 0.57)
H (3.84, 1.71, 2.06)
H (2.23, 3.42, 1.65)
O (-0.40, -1.62, 7.11)
N (0.09, -1.81, 5.99)
O (1.06, -1.13, 5.59)
C (-0.34, -2.90, 5.16)
C (-1.44, -3.65, 5.62)
C (-1.86, -4.67, 4.77)
C (-1.23, -4.83, 3.53)
C (-0.08, -4.13, 3.14)
C (0.41, -3.21, 4.08)
H (-1.99, -3.36, 6.47)
H (-2.61, -5.36, 5.09)
H (-1.59, -5.53, 2.77)
H (0.29, -4.16, 2.12)
H (1.29, -2.60, 4.00)
O (6.17, 0.14, -1.56)
C (5.05, -0.20, -1.86)
C (3.69, 0.47, -1.78)
C (2.95, -0.03, -2.97)
C (3.54, -1.48, -3.02)
O (4.88, -1.38, -2.52)
H (3.23, 0.16, -0.82)
H (3.76, 1.58, -1.78)
H (1.88, -0.01, -2.90)
H (3.28, 0.47, -3.89)
H (2.98, -2.23, -2.46)
H (3.51, -1.93, -3.99)
O (-4.08, -3.28, -5.22)
C (-3.53, -2.25, -5.00)
C (-2.68, -1.40, -5.93)
C (-2.29, -0.18, -5.07)
C (-2.70, -0.59, -3.66)
O (-3.51, -1.74, -3.80)
H (-1.75, -2.07, -6.17)
H (-3.19, -1.21, -6.89)
H (-1.17, -0.09, -5.03)
H (-2.83, 0.69, -5.40)
H (-1.88, -0.82, -2.97)
H (-3.34, 0.21, -3.24)
O (1.73, 1.54, 3.67)
C (1.82, 1.79, 4.79)
C (0.71, 2.08, 5.79)
C (1.45, 1.86, 7.13)
C (2.83, 2.32, 6.74)
O (3.06, 1.82, 5.41)
H (0.42, 3.12, 5.70)
H (-0.13, 1.41, 5.60)
H (0.98, 2.40, 7.92)
H (1.41, 0.80, 7.40)
H (2.95, 3.41, 6.79)
H (3.60, 2.03, 7.46)
O (0.70, -1.65, -0.68)
C (0.15, -0.98, 0.18)
C (-0.16, 0.49, 0.23)
C (-0.96, 0.73, 1.57)
C (-0.70, -0.59, 2.37)
O (-0.22, -1.53, 1.37)
H (0.73, 1.06, 0.06)
H (-0.73, 0.88, -0.59)
H (-0.68, 1.71, 2.03)
H (-2.05, 0.79, 1.42)
H (0.04, -0.47, 3.08)
H (-1.63, -0.91, 2.78)

[3]
Molecular formula: C58H61Cr2N11O5
Method: DFT, ωB97M-V/def2-TZVPD

Computed properties:
<S²>: 20.0181
Total energy, eV: -144604.60812
Total charge: 0
LUMO (alpha / beta), eV: 0.39 / 0.34
2S+1: 9
Energy above the lowest of the compared OMol25 structures with the same formula, charge and spin, kJ/mol: 0.0
Highest occupied orbital energy (alpha / beta), eV: -5.87 / -7.08

Geometry (Å):
Cr (-0.20, -2.16, 1.84)
Cr (-0.37, 2.14, 1.19)
C (-2.42, -1.60, 4.17)
O (-1.44, -2.44, 3.57)
H (-3.36, -2.14, 4.24)
H (-2.13, -1.24, 5.16)
H (-2.61, -0.68, 3.62)
C (-2.60, 3.59, 3.44)
O (-1.49, 3.10, 2.75)
H (-3.06, 4.46, 2.97)
H (-3.29, 2.81, 3.77)
H (-2.37, 4.07, 4.39)
C (0.50, -0.15, 0.38)
O (0.57, 0.91, -0.26)
O (-0.03, -0.02, 1.49)
O (0.68, -1.35, 0.11)
N (1.39, -5.39, -4.58)
C (1.78, -4.41, -3.77)
C (0.91, -3.52, -3.19)
C (-0.46, -3.67, -3.47)
C (-0.84, -4.63, -4.41)
C (0.10, -5.43, -4.97)
H (2.86, -4.28, -3.73)
H (1.34, -2.79, -2.52)
H (-1.24, -3.05, -3.05)
H (-1.89, -4.85, -4.54)
H (-0.22, -6.19, -5.67)
N (0.50, -4.33, 1.55)
C (0.77, -5.16, 2.57)
C (1.18, -6.47, 2.52)
C (1.22, -7.12, 1.21)
C (0.88, -6.35, 0.13)
C (0.56, -5.00, 0.30)
H (0.62, -4.76, 3.56)
H (1.38, -7.05, 3.40)
H (1.45, -8.18, 1.16)
H (0.84, -6.76, -0.87)
H (0.33, -4.53, -0.64)
N (1.80, -2.02, 3.03)
C (2.99, -2.04, 2.40)
C (4.20, -1.76, 2.96)
C (4.26, -1.26, 4.25)
C (3.04, -1.14, 4.91)
C (1.88, -1.61, 4.32)
H (3.06, -2.28, 1.35)
H (5.08, -1.79, 2.34)
H (5.18, -1.00, 4.76)
H (2.88, -0.76, 5.91)
H (0.99, -1.71, 4.93)
N (-2.55, 1.45, 0.06)
C (-2.90, 1.67, -1.27)
C (-4.17, 1.17, -1.72)
C (-4.94, 0.34, -0.92)
C (-4.56, 0.08, 0.39)
C (-3.34, 0.64, 0.85)
H (-2.37, 2.36, -1.91)
H (-4.47, 1.47, -2.71)
H (-5.80, -0.09, -1.41)
H (-5.08, -0.60, 1.05)
H (-3.08, 0.68, 1.89)
N (-0.99, -0.10, -4.62)
C (-0.63, 0.24, -5.86)
C (0.41, 1.14, -6.06)
C (1.17, 1.56, -4.99)
C (0.91, 1.11, -3.72)
C (-0.14, 0.29, -3.59)
H (-1.32, -0.18, -6.57)
H (0.56, 1.56, -7.04)
H (1.93, 2.32, -5.12)
H (1.54, 1.34, -2.87)
H (-0.18, -0.18, -2.62)
N (-2.13, -2.88, 0.57)
C (-2.41, -2.44, -0.69)
C (-3.57, -2.69, -1.40)
C (-4.51, -3.51, -0.81)
C (-4.25, -4.05, 0.45)
C (-3.07, -3.74, 1.07)
H (-1.55, -1.92, -1.06)
H (-3.79, -2.49, -2.44)
H (-5.44, -3.60, -1.35)
H (-4.97, -4.67, 0.97)
H (-2.87, -4.31, 1.97)
N (1.62, 2.60, 1.93)
C (2.35, 3.78, 1.67)
C (3.57, 4.17, 2.30)
C (3.98, 3.35, 3.33)
C (3.28, 2.15, 3.64)
C (2.23, 1.77, 2.81)
H (1.96, 4.37, 0.86)
H (4.11, 5.10, 2.15)
H (4.72, 3.63, 4.06)
H (3.54, 1.54, 4.49)
H (1.85, 0.77, 2.94)
N (1.02, 1.40, 6.22)
C (-0.18, 1.24, 5.68)
C (-1.38, 1.41, 6.44)
C (-1.35, 1.76, 7.77)
C (-0.07, 1.92, 8.35)
C (1.11, 1.67, 7.54)
H (-0.22, 0.94, 4.65)
H (-2.34, 1.08, 6.07)
H (-2.32, 1.88, 8.22)
H (0.16, 2.22, 9.36)
H (2.10, 1.84, 7.93)
N (-3.28, 4.02, -4.33)
C (-3.82, 4.95, -5.18)
C (-3.26, 5.38, -6.36)
C (-1.99, 4.89, -6.60)
C (-1.35, 3.95, -5.77)
C (-2.06, 3.56, -4.70)
H (-4.79, 5.20, -4.78)
H (-3.91, 5.94, -7.02)
H (-1.37, 5.19, -7.43)
H (-0.31, 3.64, -5.82)
H (-1.53, 3.04, -3.91)
N (4.54, -0.29, -3.00)
C (3.76, -1.01, -2.21)
C (4.18, -2.25, -1.80)
C (5.40, -2.77, -2.20)
C (6.18, -2.03, -3.09)
C (5.77, -0.73, -3.41)
H (2.86, -0.55, -1.82)
H (3.65, -2.76, -1.01)
H (5.69, -3.67, -1.66)
H (7.18, -2.41, -3.27)
H (6.32, -0.08, -4.08)
N (-0.37, 3.90, -0.16)
C (0.00, 3.90, -1.47)
C (0.10, 5.05, -2.32)
C (-0.24, 6.27, -1.73)
C (-0.76, 6.34, -0.49)
C (-0.83, 5.16, 0.26)
H (0.18, 2.92, -1.88)
H (0.29, 5.00, -3.38)
H (-0.29, 7.15, -2.36)
H (-1.21, 7.28, -0.24)
H (-1.10, 5.21, 1.30)

Question: energy above the lowest of the compared OMol25 structures with the same formula, charge and spin of number 2 (C58H59N7O22)?
Answer: 0.0 kJ/mol

Question: Which of these has the highest energy above the lowest of the compared OMol25 structures with the same formula, charge and spin?
Answer: C58H56F3Li2N10O10

Question: Among the records above, which one has the lowest total energy?
Answer: C58H61Cr2N11O5